Entry 1:
61
Properties=species:S:1:pos:R:3 method="wB97M-V/def2-TZVPD" total_charge=+3 e_lumo_ev="-11.138 / -12.768" max_force_ev_per_a=6.485 mol_weight_g_mol=423.37 total_energy_ev=-71900.062 gap_ev="5.5394 / 2.2637"
Sc 1.10 0.06 0.75
P 2.15 -2.05 1.93
P 2.04 -0.19 -1.62
P -1.16 -1.22 1.07
H 1.32 2.76 1.34
C 0.55 2.11 1.80
C 0.85 1.19 2.81
H 1.88 1.08 3.20
C 3.86 -2.05 2.56
C 2.19 -3.55 0.86
C 1.28 -2.65 3.43
C 1.42 1.31 -2.46
C 3.67 -0.27 -2.40
C 1.13 -1.50 -2.52
C -2.11 -1.01 2.62
C -1.60 -2.90 0.52
C -2.24 -0.24 -0.01
H -0.47 2.45 1.58
H 0.08 0.74 3.45
H 3.93 -1.31 3.37
H 4.56 -1.76 1.77
H 4.15 -3.03 2.96
H 2.82 -3.36 -0.02
H 1.18 -3.84 0.54
H 2.63 -4.37 1.45
H 1.47 -1.96 4.25
H 1.68 -3.64 3.69
H 0.19 -2.74 3.28
H 1.42 1.15 -3.56
H 2.03 2.19 -2.22
H 0.42 1.52 -2.08
H 3.53 -0.36 -3.49
H 4.25 -1.12 -2.02
H 4.23 0.65 -2.17
H 1.45 -1.48 -3.57
H 0.04 -1.36 -2.44
H 1.37 -2.48 -2.08
H -3.18 -1.12 2.39
H -1.92 -0.01 3.03
H -1.80 -1.75 3.37
H -2.70 -2.97 0.51
H -1.19 -3.66 1.21
H -1.20 -3.10 -0.48
H -3.28 -0.57 0.11
H -1.95 -0.30 -1.06
H -2.15 0.82 0.27
C -2.78 2.59 -1.99
C -2.72 3.48 -3.08
C -3.70 4.47 -3.20
C -4.70 4.58 -2.21
C -4.75 3.68 -1.13
C -3.81 2.64 -1.04
O -1.76 1.67 -1.82
H -1.05 1.82 -2.48
H -1.89 3.41 -3.79
H -3.70 5.15 -4.06
H -5.43 5.39 -2.25
H -5.54 3.75 -0.36
H -3.83 1.90 -0.23
O 4.44 0.79 0.88
C 3.30 0.57 0.83

---

Entry 2:
93
Properties=species:S:1:pos:R:3 method="wB97M-V/def2-TZVPD" total_charge=-1 e_lumo_ev=0.510 max_force_ev_per_a=4.270 mol_weight_g_mol=913.35 total_energy_ev=-110238.366 gap_ev=6.0957
O 0.83 -2.61 -2.46
S 1.11 -1.23 -2.11
O 2.10 -1.21 -1.04
N -0.15 -0.44 -1.63
B -1.04 -0.03 -2.70
O -1.40 1.32 -2.73
O -1.55 -0.83 -3.70
C 1.97 -0.49 -3.57
F 1.35 -0.74 -4.70
F 3.15 -1.11 -3.66
C 2.29 1.05 -3.44
F 3.59 1.19 -3.21
F 2.07 1.64 -4.60
F 1.68 1.66 -2.46
H -0.91 1.72 -2.01
H -1.85 -0.22 -4.39
C 2.50 -1.19 2.04
N 1.47 -0.92 3.07
O 1.75 -0.14 3.97
O 0.41 -1.49 2.95
H 3.39 -0.61 2.27
H 2.72 -2.25 2.05
H 2.08 -0.89 1.08
C -1.23 1.43 2.52
N -1.07 2.24 1.28
O 0.05 2.58 0.96
O -2.08 2.52 0.67
H -0.25 1.27 2.96
H -1.87 2.00 3.20
H -1.69 0.50 2.25
C 5.73 3.46 -3.95
N 6.95 4.17 -4.45
O 7.94 4.16 -3.74
O 6.87 4.71 -5.53
H 5.95 3.04 -2.98
H 4.94 4.20 -3.87
H 5.48 2.69 -4.67
C 6.88 -1.31 -1.48
N 6.18 0.00 -1.60
O 6.20 0.56 -2.67
O 5.63 0.41 -0.60
H 7.32 -1.55 -2.44
H 7.65 -1.20 -0.72
H 6.14 -2.05 -1.19
C 1.59 -5.57 -1.80
N 2.93 -6.08 -2.18
O 3.01 -7.24 -2.55
O 3.86 -5.30 -2.10
H 0.87 -6.37 -1.92
H 1.64 -5.25 -0.77
H 1.35 -4.73 -2.46
C 3.09 3.65 -0.17
N 3.25 4.61 -1.30
O 4.37 5.03 -1.53
O 2.26 4.91 -1.92
H 4.06 3.48 0.28
H 2.40 4.10 0.54
H 2.68 2.73 -0.58
C 4.28 -6.28 -5.83
N 3.57 -4.98 -5.97
O 3.58 -4.45 -7.06
O 3.04 -4.55 -4.97
H 4.71 -6.54 -6.79
H 5.06 -6.15 -5.08
H 3.55 -7.02 -5.51
C -5.05 -1.30 3.44
N -3.83 -0.70 2.83
O -2.82 -0.65 3.50
O -3.94 -0.29 1.69
H -4.81 -1.62 4.45
H -5.82 -0.54 3.45
H -5.34 -2.14 2.83
C -7.62 -0.77 7.15
N -7.46 -1.01 5.68
O -7.96 -0.21 4.92
O -6.83 -2.00 5.35
H -8.19 0.13 7.29
H -8.14 -1.63 7.56
H -6.62 -0.67 7.57
C -9.87 1.57 10.29
N -8.54 1.00 9.95
O -8.49 -0.19 9.68
O -7.60 1.75 9.95
H -10.61 0.78 10.24
H -9.80 1.97 11.30
H -10.08 2.35 9.57
C -3.28 4.63 -2.66
N -3.95 3.89 -3.76
O -3.76 2.70 -3.82
O -4.64 4.54 -4.53
H -2.70 3.92 -2.07
H -2.63 5.37 -3.11
H -4.05 5.10 -2.06

---

Entry 3:
27
Properties=species:S:1:pos:R:3 method="wB97M-V/def2-TZVPD" total_charge=0 e_lumo_ev=0.464 max_force_ev_per_a=4.339 mol_weight_g_mol=160.22 total_energy_ev=-14590.286 gap_ev=8.5652
C -1.86 -1.58 -1.11
C -2.21 1.09 1.59
C 0.64 -3.80 -2.88
C -0.25 3.28 1.18
C 1.50 1.80 1.39
C -0.75 1.11 2.02
C 2.10 -3.80 -2.44
N 2.55 -2.58 -2.31
N 0.11 1.91 1.18
O -2.04 -2.33 -0.26
O -1.60 -0.76 -1.84
H -2.76 0.61 2.31
H -2.65 2.03 1.58
H -2.21 0.60 0.64
H 0.49 -3.40 -3.94
H 0.28 -4.93 -2.97
H -0.01 -3.17 -2.17
H -1.34 3.32 1.02
H 0.10 3.89 2.11
H 0.20 3.78 0.35
H 1.76 2.41 0.53
H 1.77 2.54 2.30
H 1.98 0.81 1.35
H -0.51 0.03 1.82
H -0.65 1.36 3.04
H 3.37 -2.38 -1.81
H 2.01 -1.84 -2.66

---

Entry 4:
76
Properties=species:S:1:pos:R:3 method="wB97M-V/def2-TZVPD" total_charge=-1 e_lumo_ev="2.658 / 2.542" max_force_ev_per_a=2.436 mol_weight_g_mol=709.93 total_energy_ev=-150589.185 gap_ev="6.7601 / 6.6186" spin_multiplicity=2
Cu -0.43 0.15 -0.36
C 4.34 -0.97 -0.66
C 3.81 -0.24 0.51
C 3.46 -1.17 1.66
P 2.31 0.74 0.02
C 3.03 2.01 -1.18
C 2.67 3.44 -0.85
C 2.71 1.73 -2.63
C 1.86 1.44 1.64
C 2.59 2.42 2.31
C 2.13 2.94 3.53
C 0.94 2.50 4.07
C 0.19 1.57 3.39
C 0.67 0.96 2.22
N -0.04 -0.07 1.61
C -0.42 -1.14 2.31
C -0.04 -1.44 3.68
C -0.59 -2.56 4.30
C -1.53 -3.40 3.71
C -1.88 -3.15 2.35
C -1.25 -2.14 1.66
P -1.57 -1.81 -0.07
C -1.33 -3.45 -0.97
C -0.65 -3.19 -2.34
C -2.57 -4.34 -1.13
C -3.34 -1.41 -0.12
C -3.84 -1.07 -1.51
C -3.60 -0.14 0.70
H 5.19 -1.55 -0.32
H 4.80 -0.29 -1.41
H 3.52 -1.59 -1.13
H 4.53 0.52 0.83
H 2.67 -1.89 1.45
H 3.23 -0.59 2.56
H 4.30 -1.82 1.84
H 4.08 1.93 -1.05
H 1.61 3.66 -1.03
H 3.23 4.09 -1.49
H 2.89 3.69 0.20
H 1.68 1.35 -2.78
H 3.39 1.02 -3.10
H 2.84 2.65 -3.28
H 3.58 2.75 1.97
H 2.71 3.71 4.08
H 0.52 2.96 4.96
H -0.74 1.16 3.76
H 0.67 -0.81 4.13
H -0.21 -2.83 5.27
H -2.11 -4.16 4.27
H -2.62 -3.75 1.84
H -0.61 -3.92 -0.28
H -1.38 -3.05 -3.13
H -0.10 -4.09 -2.69
H -0.05 -2.31 -2.36
H -3.34 -3.80 -1.74
H -3.02 -4.67 -0.17
H -2.40 -5.28 -1.65
H -3.97 -2.24 0.27
H -3.40 -0.16 -1.91
H -4.92 -0.93 -1.44
H -3.51 -1.82 -2.19
H -2.97 0.62 0.22
H -3.22 -0.16 1.76
H -4.67 0.19 0.61
Cl -2.65 5.59 -3.54
C -1.98 4.04 -3.21
C -2.28 3.01 -4.10
Cl -3.06 3.25 -5.63
C -1.88 1.72 -3.74
Cl -2.19 0.41 -4.81
C -1.18 1.43 -2.59
O -0.66 0.23 -2.29
C -0.97 2.49 -1.61
O -0.41 2.18 -0.48
C -1.39 3.78 -1.97
Cl -1.23 5.04 -0.77

---

Entry 5:
18
Properties=species:S:1:pos:R:3 method="wB97M-V/def2-TZVPD" total_charge=0 e_lumo_ev="-0.703 / -0.932" max_force_ev_per_a=1.849 mol_weight_g_mol=127.14 total_energy_ev=-11946.106 gap_ev="7.7241 / 7.7029"
C -1.03 -1.44 -0.73
C -1.35 -0.27 -1.18
C -4.00 0.03 0.16
C -0.26 -1.73 0.57
C -0.51 1.54 0.35
C 0.41 2.46 -0.31
N 1.09 -2.18 0.36
O -4.27 -1.03 -0.15
O -3.78 1.11 0.48
H -1.29 -2.34 -1.28
H -0.23 -0.79 1.13
H -0.80 -2.49 1.13
H -1.32 2.07 0.86
H -0.15 2.96 -1.11
H 1.27 1.95 -0.76
H 0.74 3.26 0.35
H 1.13 -3.04 -0.16
H 1.64 -1.47 -0.11

---

Entry 6:
14
Properties=species:S:1:pos:R:3 method="wB97M-V/def2-TZVPD" total_charge=0 e_lumo_ev=0.894 max_force_ev_per_a=0.515 mol_weight_g_mol=88.11 total_energy_ev=-8370.859 gap_ev=9.6940 smiles="CO/C=C/CO"
C 0.71 2.21 0.29
O 1.36 1.14 0.99
C 0.99 -0.09 0.57
C -0.25 -0.36 0.20
C -0.68 -1.52 -0.62
O -1.57 -2.31 0.14
H 0.86 3.09 0.91
H -0.36 2.09 0.12
H 1.18 2.34 -0.69
H 1.80 -0.83 0.57
H -1.02 0.36 0.47
H -1.19 -1.11 -1.51
H 0.19 -2.08 -0.97
H -2.01 -2.92 -0.46